Here is a structure of composition C29H43N7O2RbS2SbSi3 at a distorted geometry from OMol25. Energies are from ωB97M-V/def2-TZVPD.

Its relative energy (zero: lowest compared OMol25 entry of this formula, charge and spin) is 0.921 eV. The total energy is -3593.9872 hartree. The value obtained for the LUMO energy is 0.058 eV. The strongest force on any atom comes out at 2.0 eV/Å. The calculation puts the frontier orbital gap at 7.63 eV.

Last column: Löwdin charge in e.
Geometry (Å):
Rb -0.2492 0.5350 0.5197  0.851
N -7.3792 2.4994 3.8911  0.092
C -6.0016 2.3181 3.7693  -0.332
C -5.3263 2.7581 2.6347  -0.035
C -3.9703 2.5130 2.4899  -0.061
C -3.2735 1.8432 3.4813  -0.302
C -3.9326 1.4211 4.6295  -0.049
C -5.2880 1.6474 4.7663  -0.032
S -1.5508 1.5338 3.3022  0.553
O -1.1425 2.2702 2.0966  -0.549
O -0.9201 1.9174 4.5379  -0.302
N -1.5625 -0.0332 2.9894  -0.158
C -0.4048 -0.7341 2.9198  -0.628
N 0.7861 -0.1533 3.2047  0.074
C 1.8793 -0.8620 2.9708  -0.161
C 1.8631 -2.1335 2.4274  -0.077
C 0.5966 -2.6564 2.1972  -0.156
N -0.5250 -2.0014 2.4422  0.102
H -7.7572 3.2643 3.3566  0.084
H -7.7305 2.4862 4.8347  0.084
H -5.8700 3.2725 1.8508  0.111
H -3.4450 2.8473 1.6064  0.111
H -3.3800 0.9157 5.4101  0.120
H -5.8066 1.3041 5.6541  0.110
H 2.8120 -0.3813 3.2424  0.091
H 2.7654 -2.6927 2.2283  0.086
H 0.4807 -3.6627 1.8025  0.108
N -4.2130 -0.4875 -2.5667  0.168
C -4.9470 -0.5069 -1.3895  -0.188
C -6.3140 -0.5387 -1.1331  -0.027
C -6.6827 -0.5894 0.1985  -0.087
C -5.7309 -0.6130 1.2323  -0.076
C -4.3771 -0.5753 0.9681  0.007
C -3.9932 -0.5080 -0.3706  -0.210
N -2.7130 -0.4721 -0.9167  0.126
C -2.8936 -0.4770 -2.2041  -0.287
C -1.7912 -0.5433 -3.1703  -0.312
C -1.8971 -0.7302 -4.5137  -0.351
S -0.3428 -0.8462 -5.2076  1.040
C 0.3413 -0.6344 -3.6543  -0.483
N -0.5029 -0.4823 -2.6846  0.044
H -4.5779 -0.4780 -3.5007  0.153
H -7.0520 -0.5341 -1.9242  0.104
H -7.7347 -0.6189 0.4516  0.100
H -6.0688 -0.6502 2.2596  0.105
H -3.6320 -0.5958 1.7561  0.096
H -2.7864 -0.8250 -5.1138  0.072
H 1.4116 -0.6276 -3.5144  0.018
C 4.9633 2.4244 0.9723  -0.225
Si 5.3980 0.7138 0.3675  0.268
C 5.4595 -0.4793 1.8067  -0.209
C 7.1096 0.7504 -0.3740  -0.210
Sb 3.4647 0.0032 -1.1729  0.837
Si 4.3663 -2.2236 -2.0486  0.252
C 4.2320 -3.4679 -0.6635  -0.226
C 3.2469 -2.8053 -3.4296  -0.232
C 6.1256 -2.1662 -2.6683  -0.217
Si 3.9745 1.6144 -3.1080  0.265
C 5.7789 2.0404 -3.3395  -0.227
C 3.0418 3.1754 -2.6756  -0.232
C 3.3262 0.9909 -4.7572  -0.220
H 5.6675 2.7404 1.7470  0.038
H 3.9584 2.4557 1.3969  0.033
H 5.0100 3.1560 0.1624  0.018
H 6.4345 -0.4000 2.2954  0.039
H 5.3230 -1.5160 1.5027  0.006
H 4.6980 -0.2430 2.5465  0.005
H 7.7888 1.0392 0.4350  0.039
H 7.2257 1.4687 -1.1824  0.003
H 7.4283 -0.2255 -0.7379  0.014
H 3.2066 -3.5359 -0.2960  0.024
H 4.8766 -3.2240 0.1805  0.011
H 4.5281 -4.4530 -1.0362  0.038
H 2.2050 -2.8409 -3.1058  0.023
H 3.5388 -3.8192 -3.7189  0.038
H 3.3111 -2.1794 -4.3206  0.011
H 6.8292 -2.0451 -1.8447  0.015
H 6.2930 -1.3562 -3.3794  0.021
H 6.3603 -3.1107 -3.1686  0.035
H 6.1256 2.7197 -2.5594  0.023
H 5.8806 2.5569 -4.2986  0.034
H 6.4371 1.1719 -3.3511  0.017
H 3.4163 3.6225 -1.7526  0.020
H 1.9791 2.9677 -2.5359  0.027
H 3.1407 3.9159 -3.4745  0.037
H 3.5186 -0.0647 -4.9485  0.009
H 3.8245 1.5607 -5.5463  0.035
H 2.2544 1.1705 -4.8487  0.013